72
Properties=species:S:1:pos:R:3:forces:R:3 method="wB97M-V/def2-TZVPD" energy_ha=-4848.3220 lumo_energy_ev="-10.93 / -15.35" homo_energy_ev="-19.3287 / -19.1395" total_charge=+4 multiplicity=5
Os -0.365514 0.423868 0.491705 2.053 0.452 -2.040
P -1.560303 2.367187 0.039501 -1.528 1.818 -0.572
P -0.340083 0.636683 2.818540 0.438 -0.588 2.745
P -2.156680 -1.061922 0.457880 -1.594 -1.213 0.034
H 2.653668 -4.038213 -6.572553 -0.290 0.049 -0.130
C 1.597409 -4.069750 -6.861340 1.819 -3.269 2.146
C 1.036938 -3.129583 -7.630758 -1.671 2.719 -2.792
H 1.619985 -2.303465 -8.043537 -0.109 -0.098 0.135
C -0.610394 3.885844 -0.331603 0.217 -0.003 -0.026
C -2.729706 2.962682 1.316436 -0.059 -0.128 0.138
C -2.584616 2.167244 -1.458822 0.031 -0.095 -0.170
C 0.697723 -0.570293 3.718094 0.067 -0.064 -0.052
C 0.276859 2.216413 3.498214 0.168 0.407 -0.211
C -1.895057 0.479773 3.785605 -0.266 -0.027 -0.225
C -2.493236 -1.813723 -1.177258 0.082 0.156 -0.046
C -3.807552 -0.442771 0.956947 0.029 0.196 0.046
C -1.971070 -2.522026 1.550211 0.038 0.061 -0.078
H 1.023662 -4.950239 -6.545134 0.225 0.223 -0.366
H -0.001636 -3.218101 -7.957467 0.137 0.130 0.159
H 0.075574 3.718147 -1.172975 -0.227 0.063 0.197
H -0.021146 4.201057 0.539676 -0.196 -0.112 -0.208
H -1.304601 4.698992 -0.597178 0.120 -0.345 0.110
H -2.194670 3.244903 2.231408 -0.117 -0.037 -0.212
H -3.478480 2.201444 1.561706 0.174 0.200 -0.075
H -3.252842 3.853893 0.939650 0.193 -0.242 0.000
H -1.936157 1.892529 -2.299200 -0.138 0.061 0.116
H -3.083797 3.116306 -1.699988 0.131 -0.203 0.130
H -3.345736 1.389330 -1.333590 0.186 0.195 -0.024
H 0.610395 -0.374703 4.797871 0.057 -0.091 -0.331
H 1.750961 -0.480326 3.426430 -0.248 -0.005 0.102
H 0.364741 -1.594561 3.514144 0.056 0.157 0.096
H -0.131466 2.358847 4.511026 0.115 -0.091 -0.343
H -0.021677 3.069651 2.877725 0.059 -0.122 0.175
H 1.369633 2.204132 3.575537 -0.137 -0.035 -0.084
H -1.646014 0.614889 4.850101 0.009 -0.051 -0.378
H -2.359362 -0.505399 3.667787 0.106 0.232 0.045
H -2.618433 1.253596 3.504728 0.144 -0.182 0.098
H -3.451278 -2.355033 -1.146524 0.328 0.136 0.048
H -1.688536 -2.510298 -1.447212 -0.191 0.156 0.087
H -2.549107 -1.034572 -1.949136 -0.024 -0.175 0.190
H -4.523607 -1.274958 0.882996 0.248 0.197 -0.007
H -4.150211 0.366991 0.303063 0.038 -0.229 0.156
H -3.798954 -0.086604 1.993697 -0.029 -0.108 -0.283
H -2.908213 -3.098552 1.531730 0.304 0.123 0.002
H -1.755620 -2.229028 2.585391 -0.078 -0.102 -0.278
H -1.149053 -3.156146 1.189894 -0.291 0.058 0.125
C 1.156284 -2.522781 -1.366967 -0.077 0.149 -0.167
C 1.037473 -1.774065 -2.547710 -0.215 -0.154 -0.243
C 1.087393 -2.425872 -3.779390 0.079 0.231 0.334
C 1.304975 -3.800060 -3.829003 -0.048 0.365 0.666
C 1.450353 -4.546289 -2.658070 0.005 -0.087 -0.074
C 1.377238 -3.916017 -1.420100 0.034 0.259 0.095
Se 1.059830 -1.744242 0.372990 0.564 -0.609 0.514
H -0.107885 -0.322555 -0.944458 -0.447 0.431 -0.213
H 0.900438 -0.695205 -2.521655 0.057 -0.211 -0.022
H 0.964843 -1.843213 -4.691405 0.088 -0.070 0.220
H 1.375461 -4.290427 -4.789239 -0.066 -0.160 0.286
H 1.620254 -5.619597 -2.726853 -0.035 0.236 0.161
H 1.480128 -4.477408 -0.492041 0.031 0.000 -0.275
C 2.902402 4.159038 1.318788 -0.064 0.421 -0.051
N 3.343548 2.811946 1.645771 -0.704 -0.943 -0.212
C 4.264885 2.482845 2.622872 -0.291 -0.194 -0.497
C 4.351084 1.128590 2.649221 -0.307 -0.118 -0.257
N 3.445222 0.645712 1.710923 -0.584 0.508 -0.328
C 2.805698 1.685546 1.105290 2.097 0.084 1.778
S 1.674518 1.654056 -0.162007 -1.488 -0.597 -0.219
H 2.868733 4.271223 0.236387 0.110 0.117 0.037
H 1.907784 4.343166 1.730259 0.125 -0.048 0.046
H 3.597034 4.878735 1.753423 -0.045 -0.111 -0.153
H 4.750945 3.265876 3.181745 0.187 -0.181 0.046
H 4.984720 0.473831 3.216072 0.046 -0.071 0.134
H 3.203896 -0.326968 1.491741 0.570 0.579 0.242

---

72
Properties=species:S:1:pos:R:3:forces:R:3 method="wB97M-V/def2-TZVPD" energy_ha=-2865.4427 lumo_energy_ev="-8.03 / -11.18" homo_energy_ev="-14.8734 / -16.8408" total_charge=+3 multiplicity=5
Rh -0.024596 -0.565000 -0.328059 1.749 2.398 1.763
P 0.793041 -2.133840 1.140567 0.700 -1.525 1.225
P 2.081760 -0.261073 -1.339590 0.479 -0.337 -0.279
P -0.714529 -1.983496 -1.841928 -1.719 -1.966 -1.986
H -4.820851 0.775424 -0.122554 0.323 -0.172 -0.130
C -3.877484 0.202241 -0.162816 -1.061 1.240 0.196
C -3.919796 -0.765239 1.010002 -1.709 -0.476 0.788
H -4.940707 -0.804705 1.416290 0.006 -0.810 -0.852
C 1.406812 -1.529890 2.753394 -0.070 0.054 0.420
C 2.178219 -3.206536 0.601030 -0.064 -0.168 0.070
C -0.490494 -3.329895 1.672326 0.069 -0.102 0.150
C 2.002166 1.310351 -2.225881 0.197 0.172 -0.226
C 3.542168 -0.144063 -0.255512 0.345 0.218 0.219
C 2.692642 -1.434059 -2.614231 0.070 0.192 -0.047
C -2.373455 -2.598726 -1.396919 -0.426 -0.083 -0.284
C 0.096461 -3.575031 -2.270506 0.116 0.046 -0.150
C -0.947800 -1.039953 -3.399232 -0.153 -0.064 -0.171
H -3.854869 -0.235506 -1.168830 0.013 -0.119 0.554
H -3.552501 -1.768893 0.787073 0.212 0.259 0.662
H 0.805936 -0.680943 3.103216 0.113 -0.281 -0.071
H 2.461671 -1.229667 2.695378 -0.215 -0.174 -0.088
H 1.326929 -2.343292 3.488816 0.154 0.211 -0.167
H 3.112198 -2.637766 0.542043 -0.238 -0.093 0.046
H 1.982116 -3.662445 -0.373726 0.023 0.100 0.208
H 2.313429 -4.014059 1.333748 -0.008 0.181 -0.141
H -1.377721 -2.796824 2.042651 0.224 -0.126 -0.110
H -0.088228 -3.941004 2.494692 -0.157 0.099 -0.267
H -0.785472 -3.998505 0.853811 0.085 0.173 0.199
H 2.902304 1.413306 -2.841047 -0.144 0.165 0.009
H 1.943804 2.144184 -1.522453 0.036 -0.115 -0.037
H 1.114522 1.338516 -2.864911 0.152 -0.008 0.017
H 4.240929 -0.962756 -0.460469 -0.108 0.215 -0.027
H 3.295273 -0.159251 0.810055 -0.038 -0.116 -0.389
H 4.050687 0.805289 -0.453183 0.074 -0.138 -0.001
H 3.577384 -0.975192 -3.079056 -0.180 -0.169 0.078
H 1.951116 -1.623246 -3.398569 0.247 0.106 0.176
H 2.996495 -2.387690 -2.162597 -0.101 0.291 -0.085
H -2.752284 -3.287344 -2.162469 0.089 -0.014 0.198
H -3.097876 -1.783229 -1.311295 0.414 -0.317 -0.189
H -2.335465 -3.103148 -0.424494 0.071 -0.065 -0.335
H -0.502633 -4.089882 -3.037598 0.105 0.251 0.204
H 0.142502 -4.234782 -1.394643 -0.099 0.210 -0.168
H 1.109778 -3.444064 -2.661407 -0.290 -0.051 0.112
H -1.682436 -1.545603 -4.042020 0.217 0.113 0.087
H -0.007750 -0.915827 -3.953880 -0.273 -0.103 0.194
H -1.321340 -0.038334 -3.142121 0.024 -0.278 -0.130
C -2.693034 1.382179 1.558583 -0.465 1.451 0.707
C -2.738443 1.206581 0.055846 -0.204 -1.089 0.294
C -2.955662 2.493108 -0.670650 0.746 0.552 0.199
C -2.918858 3.705063 -0.022069 -0.095 -0.795 -1.757
C -2.765236 3.778429 1.366081 0.214 0.643 0.646
C -2.697828 2.629646 2.148783 -0.276 -0.647 -0.005
S -3.238316 0.002441 2.582332 1.136 -0.063 -1.663
H -4.375546 0.435044 3.227183 0.218 0.023 -0.653
H -1.813626 0.670191 -0.358788 -0.795 0.818 0.480
H -3.034736 2.404467 -1.760709 -0.124 0.249 0.444
H -3.016939 4.607503 -0.632569 -0.073 -0.226 0.400
H -2.763902 4.755241 1.840916 -0.009 -0.172 0.029
H -2.748595 2.708724 3.230581 0.072 0.126 -0.056
C 0.945630 4.211361 0.329076 -0.095 0.311 -0.203
N 1.868741 3.358392 1.063764 0.058 -0.901 0.183
C 3.145439 3.723332 1.454060 0.106 -0.716 0.490
C 3.668495 2.698439 2.184509 -0.829 -0.057 -0.181
N 2.683529 1.709705 2.229866 -0.314 1.017 -0.809
C 1.596510 2.105128 1.499152 1.505 0.298 0.634
S 0.129509 1.259282 1.289273 -0.219 0.050 -0.479
H 0.705785 3.787367 -0.650058 0.079 0.039 0.162
H 0.018025 4.343629 0.892318 0.200 -0.046 -0.016
H 1.439154 5.176641 0.198740 -0.197 -0.132 -0.040
H 3.554645 4.680111 1.201889 0.118 0.172 -0.044
H 4.615649 2.575699 2.680332 -0.002 0.106 0.004
H 2.737551 0.833743 2.728459 -0.007 0.164 -0.012

---

71
Properties=species:S:1:pos:R:3:forces:R:3 method="wB97M-V/def2-TZVPD" energy_ha=-4440.1363 lumo_energy_ev="-14.29 / -15.45" homo_energy_ev="-20.4863 / -20.4670" total_charge=+4 multiplicity=4
Tc 0.399361 0.456893 -0.519346 2.290 -1.588 1.464
P 0.523933 2.502597 -1.599409 0.676 2.987 -1.084
P 1.798926 0.958512 1.411104 1.919 0.992 2.645
P -1.424898 1.042628 0.751052 -2.157 2.093 2.363
H -1.338036 -1.918764 -2.052702 0.268 0.402 0.874
C -1.580374 -0.881584 -1.799036 1.723 2.494 -4.928
C -0.626311 0.160145 -2.210122 -4.300 -3.262 -2.981
H 0.271604 -0.169478 -2.807623 -0.932 0.129 0.808
C 1.465533 2.339198 -3.173179 0.129 -0.609 0.205
C 1.466741 3.788176 -0.744293 0.202 -0.415 0.371
C -0.877103 3.544893 -2.211279 -0.558 -0.599 0.379
C 1.881659 -0.439470 2.597052 -0.321 -0.541 -0.312
C 3.638400 1.192368 1.251093 0.010 -0.037 -0.795
C 1.511822 2.344704 2.600232 -0.258 0.282 -0.179
C -3.121309 0.672689 0.194584 -0.242 -0.110 -0.361
C -1.637773 2.787200 1.289154 0.000 0.017 -0.169
C -1.518471 0.264286 2.399051 0.246 -0.352 0.014
H -2.651465 -0.703866 -2.045886 0.606 0.400 1.536
H -1.075325 1.126750 -2.508230 -0.178 -0.966 -0.030
H 1.208460 1.407468 -3.688249 0.187 0.300 -0.104
H 2.529686 2.325067 -2.922330 -0.103 -0.054 -0.197
H 1.280232 3.186840 -3.846691 -0.048 -0.195 0.332
H 2.423282 3.366176 -0.415430 -0.095 0.346 0.048
H 0.893344 4.175622 0.107718 0.250 0.020 -0.251
H 1.656471 4.578350 -1.482188 -0.040 -0.061 0.233
H -1.668177 2.895753 -2.596040 -0.132 0.366 -0.150
H -0.497493 4.170716 -3.033474 -0.025 -0.286 0.336
H -1.306638 4.199239 -1.442860 0.201 -0.229 -0.146
H 2.569817 -0.182043 3.417172 -0.218 0.011 -0.326
H 2.278427 -1.306419 2.056924 0.043 0.014 0.193
H 0.902552 -0.698687 3.011450 0.238 0.088 -0.039
H 4.108366 1.420510 2.222511 -0.523 -0.252 -0.211
H 3.870947 2.041776 0.598198 0.018 -0.206 0.043
H 4.084932 0.280613 0.829462 -0.051 0.346 0.158
H 2.376902 2.358704 3.279652 -0.300 -0.112 -0.187
H 0.600788 2.244325 3.203501 0.299 -0.028 -0.204
H 1.492675 3.314318 2.088381 -0.003 -0.216 0.128
H -3.829663 1.082652 0.924951 0.256 0.040 -0.094
H -3.296145 -0.406965 0.148045 0.077 0.225 0.001
H -3.343332 1.124239 -0.776539 -0.018 -0.037 0.087
H -2.548550 2.835751 1.894243 0.065 0.001 -0.091
H -1.757301 3.468898 0.444926 0.005 -0.087 0.126
H -0.810380 3.120968 1.918034 -0.085 -0.047 -0.226
H -2.498861 0.495134 2.825674 0.059 -0.023 -0.132
H -0.765855 0.648336 3.089760 -0.069 -0.112 -0.159
H -1.425193 -0.817832 2.296668 -0.011 -0.060 0.190
C -1.728430 -3.744650 1.510446 0.270 0.101 -0.325
C -2.150316 -3.031384 0.373475 -0.375 -0.078 -0.974
C -3.484205 -3.017962 -0.023348 1.326 0.462 -0.290
C -4.461028 -3.706758 0.709201 0.191 -0.283 0.420
C -4.054642 -4.424205 1.844134 0.408 -0.195 0.248
C -2.712552 -4.438538 2.233450 -0.643 -0.412 0.900
Se 0.132203 -3.893282 1.952633 -1.177 0.499 -0.250
H -0.061044 -3.162882 3.212740 0.046 -0.550 0.463
H -1.417671 -2.499846 -0.230974 -0.111 -0.287 0.360
H -3.721303 -2.472348 -0.940170 -0.261 -0.235 0.381
H -5.503060 -3.692638 0.401485 0.126 -0.057 0.037
H -4.791584 -4.997892 2.405574 0.244 0.123 -0.050
H -2.374252 -5.022833 3.088672 -0.410 0.035 -0.058
C 1.112085 -3.062278 -1.576318 -0.465 -0.153 -0.020
C 2.102518 -1.982389 -1.697291 1.685 0.272 -0.378
N 2.010760 -0.681329 -1.383369 0.429 0.214 0.389
C 3.258224 -0.089966 -1.640112 0.126 -0.742 -0.011
C 4.102842 -1.060804 -2.099490 -0.281 0.286 -0.134
N 3.355875 -2.230953 -2.143176 -0.448 0.548 0.341
H 1.410966 -3.940393 -2.159001 -0.040 0.146 0.229
H 0.964865 -3.337906 -0.528322 0.138 -0.090 -0.209
H 0.158622 -2.727051 -1.968222 0.092 -0.217 -0.107
H 3.419823 0.973865 -1.440012 0.109 -0.765 -0.248
H 5.135786 -0.997839 -2.424319 -0.235 -0.134 0.058
H 3.659309 -3.155127 -2.453373 0.155 0.447 0.050